Arrangement a

9
Properties=species:S:1:pos:R:3:nbo_charge:R:1 method="wB97M-V/def2-TZVPD" e_lumo_ev=7.292 total_charge=-2 homo_energy_ev=0.99 mol_weight_g_mol=123.0 homo_lumo_gap_ev=6.298
C 0.733 -1.229 -0.099 0.27
N 0.186 -0.859 1.205 -0.99
O 3.764 -0.398 -1.334 -1.20
O 2.445 1.472 -0.205 -1.22
O 0.109 -2.147 -0.663 -0.77
O 3.511 -0.363 1.256 -1.21
P 3.052 0.088 -0.104 2.38
H 0.312 -1.622 1.865 0.34
H 0.784 -0.047 1.413 0.38



Arrangement b

9
Properties=species:S:1:pos:R:3:nbo_charge:R:1 method="wB97M-V/def2-TZVPD" e_lumo_ev=6.917 total_charge=-2 smiles="O=CNP(=O)([O-])[O-]" homo_energy_ev=0.38 mol_weight_g_mol=123.0 homo_lumo_gap_ev=6.533
C -0.618 -0.340 -0.141 0.52
N 0.286 0.365 0.548 -0.94
O 2.738 -0.642 1.380 -1.24
O 1.916 -0.958 -1.076 -1.26
O -1.790 -0.030 -0.289 -0.77
O 2.691 1.290 -0.326 -1.26
P 2.192 -0.060 0.110 2.46
H -0.392 -1.388 -0.390 0.12
H 0.186 1.398 0.755 0.37



Relative energy table, unit kcal/mol: arrangement a 35.3; arrangement b 0.0



Arrangement a

7
Properties=species:S:1:pos:R:3:nbo_charge:R:1 method="wB97M-V/def2-TZVPD" e_lumo_ev=-0.705 smiles="[H]/N=C/N(Cl)Cl" homo_energy_ev=-9.64 mol_weight_g_mol=112.9 homo_lumo_gap_ev=8.939
C 0.471 -0.200 -0.008 0.24
N 1.164 0.929 -0.177 -0.66
N -0.885 -0.152 0.301 -0.43
Cl -1.777 1.387 0.025 0.16
Cl -1.784 -1.621 -0.061 0.15
H 0.688 -1.189 0.081 0.18
H 2.123 0.846 -0.161 0.35



Arrangement b

7
Properties=species:S:1:pos:R:3:nbo_charge:R:1 method="wB97M-V/def2-TZVPD" e_lumo_ev="-0.473 / -1.510" homo_energy_ev="-9.10 / -7.73" mol_weight_g_mol=112.9 homo_lumo_gap_ev="8.628 / 6.220"
C -0.430 0.279 -0.226 0.22
N -0.464 -0.524 0.601 -0.55
N 2.261 0.008 -0.739 -0.57
Cl 3.139 1.087 0.242 0.11
Cl 2.201 -1.524 -0.037 0.13
H 0.343 0.424 -1.021 0.25
H 0.098 -1.270 1.063 0.42



Relative energy table, unit kcal/mol: arrangement a 0.0; arrangement b 60.8



Arrangement a

17
Properties=species:S:1:pos:R:3:nbo_charge:R:1 method="wB97M-V/def2-TZVPD" e_lumo_ev=-3.352 total_charge=+1 smiles="C#C[N@@H+](C)/C=C/C" homo_energy_ev=-14.58 mol_weight_g_mol=96.2 homo_lumo_gap_ev=11.227
C -2.303 1.805 0.398 -0.08
C -1.649 0.795 0.422 0.06
C 1.205 0.226 -0.217 -0.10
C 0.409 -0.440 0.628 -0.11
C 2.694 0.539 -0.028 -0.68
C -1.451 -1.374 -0.726 -0.42
N -1.077 -0.466 0.407 -0.41
H -2.583 2.830 0.534 0.28
H 0.926 0.623 -1.252 0.25
H 0.701 -0.856 1.584 0.24
H 3.295 -0.267 -0.217 0.25
H 2.915 0.930 0.998 0.24
H 3.327 1.256 -0.737 0.26
H -2.595 -1.623 -0.559 0.25
H -1.485 -0.894 -1.779 0.27
H -0.864 -2.248 -0.753 0.25
H -1.464 -0.836 1.298 0.47



Arrangement b

17
Properties=species:S:1:pos:R:3:nbo_charge:R:1 method="wB97M-V/def2-TZVPD" e_lumo_ev="-4.081 / -4.080" total_charge=+1 smiles="C[NH2+][C@@]1(C)C2=C[C@H]21" homo_energy_ev="-13.52 / -13.52" mol_weight_g_mol=96.2 homo_lumo_gap_ev="9.442 / 9.442"
C -0.125 -2.521 0.019 -0.21
C 0.552 -1.658 0.854 0.02
C 0.423 -1.743 -0.964 -0.14
C 0.482 -0.556 -0.148 0.01
C 1.594 0.512 -0.112 -0.64
C -1.365 1.048 0.752 -0.40
N -0.878 0.076 -0.253 -0.48
H -0.673 -3.512 0.152 0.28
H 1.225 -2.012 -1.683 0.25
H 2.450 -0.047 -0.084 0.25
H 1.529 1.093 0.935 0.24
H 1.732 1.282 -0.860 0.25
H -1.262 0.417 1.643 0.23
H -0.919 1.956 0.721 0.23
H -2.365 1.145 0.590 0.23
H -1.026 0.380 -1.202 0.44
H -1.546 -0.621 0.020 0.44



Arrangement c

17
Properties=species:S:1:pos:R:3:nbo_charge:R:1 method="wB97M-V/def2-TZVPD" e_lumo_ev="-6.401 / -6.401" total_charge=+1 homo_energy_ev="-13.40 / -13.40" mol_weight_g_mol=96.2 homo_lumo_gap_ev="7.002 / 7.002"
C 0.737 1.694 0.331 -0.09
C -0.234 1.168 -0.302 -0.06
C 2.500 0.003 0.394 -0.18
C 1.966 -0.983 -0.263 -0.33
C -1.997 -0.470 -0.352 -0.30
C -0.989 0.337 -1.078 0.00
N -1.868 -0.810 1.032 -0.81
H 1.098 2.655 0.776 0.30
H 3.452 0.289 0.783 0.26
H 1.990 1.066 0.510 0.16
H 2.596 -1.828 -0.451 0.27
H -3.043 -0.071 -0.646 0.29
H -2.278 -1.400 -1.061 0.25
H -1.075 0.265 -2.084 0.26
H -2.777 -0.743 1.495 0.40
H -1.106 -0.331 1.464 0.38
H 1.029 -0.843 -0.547 0.20



Arrangement d

17
Properties=species:S:1:pos:R:3:nbo_charge:R:1 method="wB97M-V/def2-TZVPD" e_lumo_ev=-5.225 total_charge=+1 homo_energy_ev=-15.69 mol_weight_g_mol=96.2 homo_lumo_gap_ev=10.461
C -0.094 -1.079 -0.948 0.30
C -0.239 0.359 -1.245 -0.31
C 0.224 0.482 0.238 0.16
C -0.741 -0.173 1.135 -0.12
C 0.889 0.814 -2.215 -0.61
C -0.467 -0.415 2.640 -0.60
N -0.106 -1.292 0.340 -0.26
H 0.214 -1.806 -1.539 0.22
H -1.211 0.649 -1.318 0.26
H 1.282 0.739 0.390 0.27
H -1.825 0.102 1.093 0.27
H 1.418 0.072 -2.658 0.23
H 1.523 1.545 -1.828 0.24
H 0.369 1.210 -3.044 0.25
H 0.410 -0.949 2.719 0.23
H -1.268 -0.824 3.196 0.25
H -0.380 0.564 3.044 0.23



Relative energy table, unit kcal/mol: arrangement a 10.9; arrangement b 26.4; arrangement c 60.3; arrangement d 0.0



Arrangement a

17
Properties=species:S:1:pos:R:3:nbo_charge:R:1 method="wB97M-V/def2-TZVPD" e_lumo_ev=-3.545 total_charge=+1 homo_energy_ev=-13.21 mol_weight_g_mol=96.2 homo_lumo_gap_ev=9.662
C -0.796 -0.495 0.071 -0.15
C 0.288 -0.158 0.958 0.04
C -1.885 -1.178 0.413 -0.28
C 0.525 -0.146 2.245 -0.36
C -0.538 -0.004 -1.341 -0.24
C 1.567 0.537 -0.332 -0.27
N 0.553 1.013 -1.275 -0.50
H -2.655 -1.414 -0.299 0.22
H -2.032 -1.544 1.412 0.22
H 1.447 0.200 2.671 0.24
H -0.232 -0.488 2.934 0.23
H -0.199 -0.832 -1.966 0.24
H -1.437 0.421 -1.789 0.25
H 2.162 1.307 0.131 0.24
H 2.127 -0.305 -0.709 0.23
H 0.938 1.191 -2.210 0.45
H 0.166 1.894 -0.915 0.44



Arrangement b

17
Properties=species:S:1:pos:R:3:nbo_charge:R:1 method="wB97M-V/def2-TZVPD" e_lumo_ev=-3.446 total_charge=+1 smiles="C=C[C@H]1[NH2+]C12CC2" homo_energy_ev=-14.53 mol_weight_g_mol=96.2 homo_lumo_gap_ev=11.086
C -2.667 -0.113 -0.518 -0.37
C -1.844 -0.058 0.495 -0.17
C 0.972 -1.170 -0.450 -0.41
C 1.966 -0.138 -0.983 -0.38
C -0.392 0.969 0.136 -0.02
C 0.810 0.190 -0.130 0.00
N 0.770 0.779 1.133 -0.54
H -3.670 -0.643 -0.522 0.25
H -2.312 0.339 -1.412 0.21
H -1.868 -0.526 1.461 0.22
H 0.219 -1.550 -1.178 0.27
H 1.522 -1.847 0.247 0.26
H 2.938 0.039 -0.582 0.24
H 1.937 0.253 -2.026 0.25
H -0.653 1.966 -0.354 0.27
H 1.466 1.634 1.425 0.47
H 0.514 0.279 2.053 0.45



Arrangement c

17
Properties=species:S:1:pos:R:3:nbo_charge:R:1 method="wB97M-V/def2-TZVPD" e_lumo_ev=-3.309 total_charge=+1 smiles="C[C@@H]1[NH2+][C@H]2C=C[C@@H]12" homo_energy_ev=-14.27 mol_weight_g_mol=96.2 homo_lumo_gap_ev=10.962
C 2.039 0.784 0.460 -0.14
C 1.516 0.687 1.684 -0.21
C 0.703 0.926 -0.201 -0.20
C 0.045 0.954 1.223 -0.10
C -0.005 -0.581 -0.379 0.00
C -0.864 -0.794 -1.601 -0.65
N -0.768 -0.230 0.878 -0.49
H 3.177 0.741 0.210 0.26
H 1.944 0.600 2.637 0.23
H 0.572 1.656 -0.917 0.24
H -0.410 1.840 1.651 0.26
H 0.590 -1.338 -0.062 0.22
H -1.593 0.056 -1.673 0.23
H -1.532 -1.708 -1.593 0.25
H -0.183 -0.833 -2.504 0.27
H -0.736 -0.936 1.499 0.42
H -1.721 0.017 0.824 0.43



Arrangement d

17
Properties=species:S:1:pos:R:3:mulliken_charge:R:1 method="wB97M-V/def2-TZVPD" e_lumo_ev=-3.410 total_charge=+1 homo_energy_ev=-13.88 mol_weight_g_mol=96.2 homo_lumo_gap_ev=10.467
C 0.748 -0.661 1.050 0.12
C -0.652 -0.529 1.297 -0.85
C 1.145 -0.435 -0.348 0.07
C -0.081 0.400 0.057 0.15
C 2.468 0.228 -0.518 -1.47
C -2.639 0.208 -0.087 -0.88
N -1.333 -0.391 -0.050 0.25
H 1.437 -0.482 1.877 0.34
H 0.947 -1.039 -1.185 0.41
H -0.027 1.472 0.419 0.41
H 2.903 0.529 0.487 0.32
H 2.205 1.135 -1.001 0.37
H 3.123 -0.396 -1.025 0.40
H -2.559 1.275 -0.319 0.33
H -3.180 -0.260 -0.909 0.38
H -3.209 0.015 0.968 0.31
H -1.296 -1.070 -0.712 0.34



Relative energy table, unit kcal/mol: arrangement a 0.0; arrangement b 53.0; arrangement c 17.0; arrangement d 80.5